{"formula": "C2H3O2V", "method": "ωB97M-V/def2-TZVPD", "max_force_ha_per_bohr": 0.13106, "charge": 2, "homo_energy_ev": [-18.0, -22.2], "homo_lumo_gap_ev": [5.444, 10.417], "e_above_lowest_kj_mol": 141.8, "lumo_energy_ha": [-0.460, -0.433], "multiplicity": 5, "symbols": ["O", "H", "H", "V", "O", "C", "H", "C"], "xyz": [[-0.199, 0.727, 0.078], [0.655, 1.220, -1.693], [1.422, -0.272, -0.970], [-2.590, -1.005, 0.007], [-1.072, -0.858, 1.243], [0.885, 0.658, -0.792], [1.036, -0.392, 1.014], [-0.137, -0.078, 1.113]], "forces_ev_per_a": [[-1.008, 0.963, -0.740], [0.350, 0.482, 0.426], [0.004, -0.044, 0.776], [-0.026, 0.099, 0.310], [-1.781, -0.325, 1.582], [-0.634, 0.562, -1.267], [-2.070, 0.299, 2.732], [5.165, -2.035, -3.820]], "nbo_charge": [-0.484, 0.225, 0.206, 1.796, -0.727, 0.038, 0.229, 0.717]}